The following is a DFT calculation (ωB97M-V/def2-TZVPD) of a molecular structure, C46H95N6NiO11 in a non-equilibrium geometry.

ORCA input file:
```
! RIJCOSX wB97M-V def2-TZVPD def2/J DEFGRID3
* xyz -1 3
Ni -1.764 -3.205 -1.576
C -2.747 -2.237 -3.725
O -2.246 -1.830 -4.799
O -2.770 -3.493 -3.410
O -2.458 -1.606 -2.633
N -1.122 -0.532 -0.035
O -0.292 0.078 -0.693
O -1.288 -1.771 -0.042
O -1.831 0.161 0.760
C -0.920 1.077 3.755
C -0.269 2.126 4.655
C 0.583 1.244 5.596
C 1.804 1.987 6.150
C 2.628 2.762 5.091
C 1.723 3.635 4.224
N 0.622 2.817 3.695
O -0.053 3.535 2.687
C 1.314 4.919 5.036
C 2.598 4.011 2.991
C -1.328 3.040 5.303
H -1.578 1.408 2.951
H -1.350 0.208 4.257
H -0.107 0.604 3.197
H -0.085 0.952 6.407
H 0.947 0.392 5.026
H 2.418 1.356 6.798
H 1.539 2.756 6.889
H 2.939 1.870 4.536
H 3.491 3.287 5.493
H 2.215 5.498 5.233
H 0.508 5.469 4.552
H 0.890 4.578 5.981
H 3.578 4.391 3.285
H 2.786 3.201 2.284
H 2.105 4.739 2.343
H -1.710 3.811 4.640
H -0.986 3.415 6.269
H -2.155 2.381 5.583
H -0.390 2.831 2.116
C 2.363 -0.648 1.083
C 3.642 -1.478 1.101
C 3.542 -2.392 2.375
C 4.553 -3.516 2.371
C 4.417 -4.300 1.071
C 4.724 -3.458 -0.199
N 3.806 -2.290 -0.160
O 4.004 -1.519 -1.313
C 6.218 -3.083 -0.239
C 4.424 -4.371 -1.426
C 4.833 -0.538 1.241
H 1.705 -1.097 0.333
H 2.485 0.380 0.746
H 1.772 -0.726 1.995
H 3.667 -1.784 3.272
H 2.562 -2.873 2.435
H 4.469 -4.216 3.202
H 5.545 -3.060 2.329
H 3.389 -4.662 0.969
H 5.009 -5.209 0.932
H 6.849 -3.975 -0.254
H 6.589 -2.384 -0.990
H 6.528 -2.561 0.667
H 5.055 -5.239 -1.272
H 3.346 -4.497 -1.310
H 4.581 -3.693 -2.263
H 5.825 -0.929 1.481
H 4.722 -0.031 2.208
H 4.941 0.154 0.410
H 3.320 -1.842 -1.910
C -2.150 4.519 -1.073
C -3.445 3.839 -0.601
C -4.466 4.951 -0.661
C -5.954 4.429 -0.612
C -6.150 3.382 -1.757
C -5.131 2.224 -1.715
N -3.782 2.697 -1.468
O -2.754 1.764 -1.455
C -5.599 1.150 -0.684
C -5.188 1.490 -3.013
C -3.197 3.416 0.863
H -2.307 4.914 -2.079
H -1.273 3.879 -1.020
H -1.975 5.411 -0.468
H -4.553 5.714 0.117
H -4.410 5.595 -1.544
H -6.602 5.300 -0.693
H -5.906 4.019 0.399
H -6.052 3.860 -2.732
H -7.209 3.198 -1.560
H -5.658 1.696 0.261
H -6.545 0.646 -0.900
H -5.001 0.240 -0.590
H -4.356 0.796 -3.147
H -6.084 0.923 -3.274
H -5.152 2.165 -3.878
H -2.969 4.252 1.526
H -2.498 2.603 1.056
H -4.169 3.056 1.220
H -2.743 1.443 -0.533
C -2.104 -7.403 -0.142
C -2.526 -6.394 -1.255
C -3.808 -6.930 -1.900
C -5.156 -6.704 -1.193
C -5.262 -5.232 -0.892
C -4.095 -4.692 -0.040
N -2.803 -5.079 -0.636
O -1.673 -4.629 0.085
C -4.302 -3.188 -0.046
C -4.293 -5.226 1.388
C -1.382 -6.347 -2.281
H -2.851 -7.830 0.528
H -1.816 -8.323 -0.659
H -1.171 -7.074 0.320
H -3.794 -6.438 -2.875
H -3.825 -8.016 -2.010
H -5.837 -6.971 -2.005
H -5.462 -7.287 -0.324
H -6.084 -4.967 -0.224
H -5.334 -4.609 -1.785
H -3.569 -2.687 0.593
H -5.255 -2.858 0.367
H -4.158 -2.839 -1.071
H -4.464 -6.303 1.328
H -5.208 -4.770 1.766
H -3.497 -5.058 2.114
H -1.636 -7.022 -3.096
H -1.354 -5.354 -2.744
H -0.374 -6.450 -1.882
H -1.505 -5.425 0.612
C 3.185 1.573 -5.523
C 3.612 2.285 -4.178
C 3.761 3.781 -4.684
C 4.085 4.673 -3.475
C 3.138 4.531 -2.300
C 2.695 3.070 -1.921
N 2.633 2.155 -3.100
O 2.274 0.837 -2.808
C 3.751 2.548 -0.893
C 1.304 3.106 -1.261
C 5.001 1.778 -3.702
H 2.758 0.577 -5.398
H 4.007 1.412 -6.224
H 2.459 2.205 -6.032
H 4.529 3.644 -5.448
H 2.891 4.146 -5.230
H 4.219 5.717 -3.772
H 5.101 4.420 -3.159
H 2.221 5.067 -2.556
H 3.596 4.975 -1.417
H 3.692 3.114 0.036
H 3.634 1.469 -0.801
H 4.766 2.713 -1.259
H 0.619 3.516 -2.000
H 0.911 2.124 -0.997
H 1.459 3.599 -0.299
H 5.641 2.475 -3.156
H 5.603 1.691 -4.613
H 5.099 0.873 -3.100
H 3.107 0.436 -2.508
*
```

Results
- E_HOMO (alpha / beta) (hartree) = -0.1777 / -0.1742
- energy relative to the best compared isomer or geometry (same formula, charge and spin) (eV) = 0.954
- HOMO-LUMO gap (alpha / beta) (eV) = 6.74 / 6.64
- ⟨S²⟩ = 2.01
- E_tot (a.u.) = -4473.74745
- LUMO level (alpha / beta) (eV) = 1.90 / 1.90
- molecular weight (u) = 966.99

Results of the Mulliken charge analysis, in e, for atoms 1 through 99:
1 Ni 0.666
2 C 0.668
3 O -0.763
4 O -0.755
5 O -0.432
6 N 0.534
7 O -0.328
8 O -0.369
9 O -0.577
10 C -2.522
11 C 2.199
12 C -1.040
13 C -1.045
14 C -0.753
15 C 1.247
16 N 0.983
17 O -0.407
18 C -1.759
19 C -1.740
20 C -2.001
21 H 0.673
22 H 0.428
23 H 0.242
24 H 0.444
25 H 0.337
26 H 0.506
27 H 0.346
28 H -0.129
29 H 0.610
30 H 0.466
31 H 0.240
32 H 0.360
33 H 0.510
34 H -0.001
35 H 0.433
36 H 0.205
37 H 0.402
38 H 0.545
39 H 0.149
40 C -1.750
41 C 2.643
42 C -1.364
43 C -0.740
44 C -1.281
45 C 1.347
46 N 0.150
47 O -0.321
48 C -1.605
49 C -1.910
50 C -1.515
51 H 0.319
52 H -0.242
53 H 0.210
54 H 0.464
55 H 0.399
56 H 0.431
57 H 0.289
58 H 0.319
59 H 0.474
60 H 0.417
61 H 0.284
62 H 0.371
63 H 0.530
64 H 0.379
65 H 0.347
66 H 0.356
67 H 0.293
68 H 0.205
69 H 0.338
70 C -1.936
71 C 2.542
72 C -1.488
73 C -0.828
74 C -1.114
75 C 2.216
76 N -0.019
77 O -0.029
78 C -1.783
79 C -2.158
80 C -1.701
81 H 0.617
82 H -0.097
83 H 0.449
84 H 0.299
85 H 0.442
86 H 0.447
87 H 0.365
88 H 0.374
89 H 0.360
90 H 0.392
91 H 0.492
92 H 0.122
93 H 0.320
94 H 0.411
95 H 0.356
96 H 0.513
97 H -0.044
98 H 0.405
99 H 0.132

The following is a DFT calculation (ωB97M-V/def2-TZVPD) of a gas-phase ion, C3H5O4P (charge -2) in a non-equilibrium geometry.

ORCA input file:
```
! RIJCOSX wB97M-V def2-TZVPD def2/J DEFGRID3
* xyz -2 1
C 1.030 -1.553 0.336
C -1.519 0.043 -0.322
C -0.530 0.565 0.683
O 0.969 1.598 -1.601
O 2.112 1.471 0.672
O 0.682 -2.752 0.239
O 1.295 -0.789 -0.635
P 0.949 0.991 -0.203
H 1.001 -1.021 1.420
H -0.939 -0.627 -0.908
H -2.368 -0.394 0.140
H -1.927 0.891 -0.992
H -0.753 1.576 1.172
*
```

Results
- E_HOMO (hartree) = 0.0563
- energy relative to the best compared isomer or geometry (same formula, charge and spin) (eV) = 0.994
- HOMO-LUMO gap (eV) = 5.44
- E_tot (a.u.) = -759.62096
- LUMO level (eV) = 6.97
- molecular weight (u) = 136.04
- SMILES = CC=P([O-])([O-])OC=O

Mulliken analysis output, partial charges in e:
1 C 0.199
2 C -0.819
3 C -0.770
4 O -0.823
5 O -0.832
6 O -0.692
7 O -0.381
8 P 0.869
9 H 0.314
10 H 0.198
11 H 0.334
12 H 0.162
13 H 0.240

The following is a DFT calculation (ωB97M-V/def2-TZVPD) of 7 unconnected molecules or ions with the total composition C21H31N3O9 in a non-equilibrium geometry.

ORCA input file:
```
! RIJCOSX wB97M-V def2-TZVPD def2/J DEFGRID3
* xyz 0 1
C -4.253 -3.045 3.332
C -4.417 -1.636 3.000
N -4.432 -0.527 2.794
H -4.886 -3.757 2.774
H -4.412 -3.139 4.434
H -3.217 -3.280 3.096
C -1.581 1.466 4.343
C -1.268 0.028 4.444
N -1.118 -1.129 4.558
H -1.426 1.857 3.390
H -0.917 2.011 5.039
H -2.568 1.724 4.650
C 1.844 -1.214 -4.354
C 0.556 -0.546 -4.263
N -0.437 0.059 -4.193
H 2.549 -0.382 -4.456
H 1.858 -1.835 -5.261
H 1.963 -1.779 -3.430
C 0.965 -0.723 1.078
C 1.565 0.676 1.357
O 1.898 1.077 0.016
C 1.844 0.101 -0.838
O 2.190 0.087 -1.954
O 1.372 -1.014 -0.229
H -0.159 -0.583 1.084
H 1.201 -1.434 1.825
H 2.431 0.597 2.064
H 0.819 1.311 1.761
O 3.384 -4.919 -6.225
C 2.331 -4.911 -5.664
O 1.267 -4.223 -6.100
C 0.110 -4.380 -5.313
C 0.517 -5.360 -4.147
C 1.984 -5.689 -4.405
H -0.607 -4.786 -5.988
H -0.303 -3.435 -4.941
H 0.007 -6.345 -4.098
H 0.462 -4.839 -3.210
H 2.133 -6.775 -4.374
H 2.615 -5.300 -3.669
O 0.317 3.906 2.302
C 1.205 4.056 3.083
O 1.330 3.117 4.082
C 2.254 3.484 5.028
C 2.753 4.905 4.736
C 2.048 5.270 3.356
H 3.065 2.789 5.052
H 1.812 3.434 6.035
H 3.882 5.011 4.702
H 2.450 5.644 5.600
H 2.817 5.451 2.587
H 1.429 6.196 3.413
O -1.867 1.573 1.110
C -2.001 1.801 -0.075
O -2.446 2.972 -0.483
C -2.682 3.057 -1.936
C -2.583 1.579 -2.371
C -1.719 0.926 -1.300
H -1.907 3.690 -2.360
H -3.680 3.449 -2.033
H -2.180 1.472 -3.425
H -3.622 1.238 -2.340
H -0.667 1.139 -1.442
H -1.873 -0.164 -1.250
*
```

Results
- E_HOMO (hartree) = -0.3589
- energy relative to the best compared isomer or geometry (same formula, charge and spin) (eV) = 2.608
- HOMO-LUMO gap (eV) = 10.27
- E_tot (a.u.) = -1660.19247
- LUMO level (eV) = 0.51
- molecular weight (u) = 469.49
- SMILES = O=C1CCCO1.O=C1CCCO1.O=C1CCCO1.O=C1OCCO1.CC#N.CC#N.CC#N

Mulliken analysis output, partial charges in e:
1 C -0.736
2 C 0.320
3 N -0.367
4 H 0.321
5 H 0.234
6 H 0.236
7 C -0.430
8 C 0.473
9 N -0.569
10 H 0.045
11 H 0.175
12 H 0.374
13 C -0.823
14 C 0.488
15 N -0.535
16 H 0.341
17 H 0.330
18 H 0.201
19 C -0.252
20 C 0.441
21 O -0.361
22 C 0.637
23 O -0.496
24 O -0.377
25 H 0.108
26 H 0.377
27 H 0.207
28 H -0.322
29 O -0.565
30 C 0.522
31 O -0.406
32 C -0.279
33 C -0.384
34 C -0.442
35 H 0.325
36 H 0.172
37 H 0.302
38 H 0.195
39 H 0.316
40 H 0.242
41 O -0.509
42 C 0.528
43 O -0.233
44 C -0.478
45 C -0.414
46 C -0.443
47 H 0.308
48 H 0.247
49 H 0.280
50 H 0.231
51 H 0.261
52 H 0.263
53 O -0.536
54 C 0.133
55 O -0.385
56 C -0.484
57 C -0.550
58 C 0.079
59 H 0.303
60 H 0.300
61 H 0.288
62 H 0.331
63 H -0.035
64 H 0.481

The following is a DFT calculation (ωB97M-V/def2-TZVPD) of 2 unconnected molecules or ions with the total composition FHO2S in a non-equilibrium geometry.

ORCA input file:
```
! RIJCOSX wB97M-V def2-TZVPD def2/J DEFGRID3
* xyz 0 1
O -0.948 -0.653 0.583
O -0.286 0.506 0.537
F -1.943 -0.604 -0.954
S 1.131 0.894 -0.221
H 2.046 -0.143 0.056
*
```

Results
- E_HOMO (alpha / beta) (hartree) = -0.3913 / -0.3912
- energy relative to the best compared isomer or geometry (same formula, charge and spin) (eV) = 7.602
- HOMO-LUMO gap (alpha / beta) (eV) = 7.88 / 7.87
- E_tot (a.u.) = -648.84117
- LUMO level (alpha / beta) (eV) = -2.77 / -2.77
- molecular weight (u) = 84.07

Mulliken analysis output, partial charges in e:
1 O 0.050
2 O -0.006
3 F -0.326
4 S 0.088
5 H 0.194

The following is a DFT calculation (ωB97M-V/def2-TZVPD) of a molecular structure, C4H2FLiNiO4 in a non-equilibrium geometry.

ORCA input file:
```
! RIJCOSX wB97M-V def2-TZVPD def2/J DEFGRID3
* xyz 2 3
O -0.355 1.359 -2.567
C -0.783 2.146 -3.303
O -1.192 2.911 -4.072
O -0.533 -0.782 2.395
C 0.005 -1.918 2.105
C -0.526 0.141 1.258
O 0.348 -1.903 0.810
C 0.400 -0.545 0.285
Li 2.517 -2.133 1.740
H -0.155 1.114 1.595
H -1.554 0.210 0.885
F 1.742 -0.137 0.573
Ni 0.086 -0.463 -1.703
*
```

Results
- E_HOMO (alpha / beta) (hartree) = -0.6557 / -0.6547
- energy relative to the best compared isomer or geometry (same formula, charge and spin) (eV) = 0.000
- HOMO-LUMO gap (alpha / beta) (eV) = 8.35 / 6.09
- ⟨S²⟩ = 2.00
- E_tot (a.u.) = -2069.55387
- LUMO level (alpha / beta) (eV) = -9.49 / -11.72
- molecular weight (u) = 198.69

Mulliken analysis output, partial charges in e:
1 O -0.398
2 C 0.672
3 O -0.180
4 O -0.143
5 C -0.087
6 C -0.357
7 O -0.233
8 C 0.764
9 Li 0.957
10 H 0.317
11 H 0.349
12 F -0.293
13 Ni 0.630

The following is a DFT calculation (ωB97M-V/def2-TZVPD) of a gas-phase ion, CH2O5P (charge -1) in a non-equilibrium geometry.

ORCA input file:
```
! RIJCOSX wB97M-V def2-TZVPD def2/J DEFGRID3
* xyz -1 1
C 1.740 -0.038 -0.171
O 0.461 -0.809 -0.170
O 2.702 -0.446 -0.830
O -1.343 1.004 -0.095
O -1.770 -1.321 0.278
O 1.612 0.898 0.648
P -0.670 -0.308 0.876
H -0.869 1.813 0.002
H -1.862 -0.792 -0.537
*
```

Results
- E_HOMO (hartree) = -0.1851
- energy relative to the best compared isomer or geometry (same formula, charge and spin) (eV) = 1.473
- HOMO-LUMO gap (eV) = 9.03
- E_tot (a.u.) = -757.02003
- LUMO level (eV) = 3.99
- molecular weight (u) = 125.00
- SMILES = O=C([O-])OP(O)O

Mulliken analysis output, partial charges in e:
1 C 0.721
2 O -0.209
3 O -0.673
4 O -0.587
5 O -0.460
6 O -0.699
7 P 0.234
8 H 0.302
9 H 0.371

Question: What is the formula in the first record?
Answer: C46H95N6NiO11

Question: Look up the energy relative to the best compared isomer or geometry (same formula, charge and spin) of the second one.
Answer: 0.994 eV

Question: Number 5 is which compound?
Answer: C4H2FLiNiO4

Question: Which value of molecular weight does entry 5 give?
Answer: 198.69 u